A molecular structure, C5H9NO, computed with ωB97M-V/def2-TZVPD.

Cartesian coordinates (Å):
1 N 0.91 -0.66 1.76
2 C -0.16 -0.76 1.08
3 C -1.21 0.22 1.19
4 C 0.09 1.16 0.15
5 C 0.05 0.56 -1.24
6 C 0.41 -0.93 -1.16
7 O -0.32 -1.50 -0.08
8 H 1.64 -1.18 1.30
9 H -2.17 -0.03 0.67
10 H -1.42 0.65 2.18
11 H 1.16 1.19 0.47
12 H -0.32 2.14 0.30
13 H -0.98 0.66 -1.60
14 H 0.73 1.06 -1.94
15 H 1.49 -1.09 -1.02
16 H 0.11 -1.48 -2.06

**Energy relative to the best compared isomer or geometry (same formula, charge and spin)**: 3.498 eV
**Total charge**: 0
**Lowest unoccupied orbital energy**: 0.99 eV
**Electronic energy**: -325.8090 hartree
**Molar mass**: 99.13 g mol⁻¹

Atom charges from the Mulliken analysis, given in e for atoms 1 to 4: atom 1 (N): -0.706, atom 2 (C): 0.456, atom 3 (C): -0.645, atom 4 (C): -0.738

12 unconnected molecules or ions with the total composition C98H212N12O12, computed with ωB97M-V/def2-TZVPD.

Cartesian coordinates (Å):
1 C -2.80 -5.41 -2.16
2 C -1.46 -5.02 -2.79
3 C -0.28 -4.63 -1.79
4 O 0.97 -4.54 -2.49
5 C 1.87 -3.58 -2.05
6 N -1.14 -6.11 -3.70
7 H -3.62 -5.51 -2.87
8 H -2.98 -4.67 -1.38
9 H -2.73 -6.33 -1.59
10 H -1.79 -4.13 -3.33
11 H -0.14 -5.38 -1.01
12 H -0.56 -3.70 -1.29
13 H 1.67 -2.52 -2.13
14 H 2.76 -3.64 -2.68
15 H 2.30 -3.83 -1.08
16 H -0.23 -5.90 -4.08
17 H -0.95 -7.01 -3.29
18 C 0.96 1.22 1.08
19 C 0.94 -0.34 0.79
20 C -0.04 -0.74 -0.35
21 O -1.44 -0.50 -0.03
22 C -2.12 -1.46 0.74
23 N 2.33 -0.65 0.52
24 H -0.10 1.40 1.29
25 H 1.11 1.73 0.12
26 H 1.65 1.48 1.88
27 H 0.59 -0.64 1.78
28 H 0.10 -1.80 -0.58
29 H 0.22 -0.23 -1.27
30 H -1.53 -1.74 1.61
31 H -2.25 -2.21 -0.05
32 H -3.12 -1.15 1.06
33 H 2.95 -0.26 1.23
34 H 2.51 -0.19 -0.36
35 C 7.54 2.10 2.18
36 C 6.76 2.37 3.44
37 C 5.45 3.02 2.89
38 C 4.23 2.87 3.74
39 C 4.10 1.32 4.06
40 C 5.23 0.70 4.88
41 N 6.50 1.05 4.14
42 O 7.64 0.31 4.59
43 C 5.35 1.23 6.38
44 C 5.02 -0.87 4.94
45 C 7.54 3.30 4.36
46 H 8.61 1.95 2.34
47 H 7.52 3.05 1.64
48 H 7.08 1.35 1.54
49 H 5.45 4.08 2.65
50 H 5.16 2.70 1.88
51 H 3.35 3.21 3.20
52 H 4.34 3.49 4.63
53 H 3.96 0.70 3.18
54 H 3.23 1.14 4.70
55 H 6.26 0.78 6.79
56 H 5.14 2.26 6.66
57 H 4.63 0.65 6.96
58 H 5.70 -1.23 5.71
59 H 4.00 -0.99 5.29
60 H 5.16 -1.51 4.07
61 H 6.87 3.64 5.15
62 H 8.02 4.17 3.92
63 H 8.35 2.72 4.81
64 H 7.81 -0.31 3.88
65 C -1.03 1.58 -3.56
66 C -1.34 0.49 -4.60
67 C -2.91 0.17 -4.60
68 C -3.80 1.14 -5.41
69 C -3.18 1.44 -6.82
70 C -1.62 1.75 -6.92
71 N -0.91 0.73 -6.06
72 O 0.40 0.91 -6.03
73 C -1.07 1.38 -8.28
74 C -1.28 3.16 -6.63
75 C -0.64 -0.83 -4.13
76 H -1.58 2.52 -3.52
77 H 0.03 1.64 -3.30
78 H -1.34 1.27 -2.56
79 H -3.12 -0.88 -4.83
80 H -3.29 0.42 -3.61
81 H -4.11 2.06 -4.91
82 H -4.73 0.61 -5.56
83 H -3.82 2.14 -7.36
84 H -3.29 0.54 -7.42
85 H -1.23 2.19 -9.00
86 H 0.00 1.17 -8.40
87 H -1.62 0.50 -8.63
88 H -0.22 3.40 -6.68
89 H -1.90 3.90 -7.14
90 H -1.56 3.40 -5.60
91 H -0.91 -1.06 -3.10
92 H 0.42 -0.69 -3.92
93 H -0.45 -1.70 -4.75
94 H 0.60 0.51 -6.87
95 C -6.74 0.10 -3.33
96 C -6.62 -0.79 -2.05
97 C -5.71 -0.04 -1.02
98 C -6.54 1.04 -0.23
99 C -7.77 0.44 0.41
100 C -8.68 -0.22 -0.60
101 N -7.91 -1.18 -1.50
102 O -8.62 -1.91 -2.44
103 C -9.70 -1.13 0.09
104 C -9.48 0.83 -1.45
105 C -5.73 -2.04 -2.45
106 H -6.83 -0.57 -4.19
107 H -5.90 0.78 -3.46
108 H -7.58 0.80 -3.37
109 H -5.17 -0.66 -0.30
110 H -5.00 0.47 -1.67
111 H -6.94 1.88 -0.81
112 H -5.90 1.34 0.60
113 H -8.38 1.10 1.03
114 H -7.38 -0.39 1.01
115 H -9.43 -2.15 0.37
116 H -10.02 -0.78 1.07
117 H -10.66 -1.24 -0.41
118 H -10.05 0.24 -2.17
119 H -10.27 1.18 -0.78
120 H -8.89 1.68 -1.79
121 H -6.26 -2.84 -2.96
122 H -5.23 -2.54 -1.62
123 H -4.90 -1.64 -3.04
124 H -8.75 -2.75 -1.99
125 C -4.81 6.49 7.02
126 C -4.00 5.67 5.99
127 C -3.18 4.63 6.83
128 C -2.53 3.57 5.96
129 C -3.55 2.93 5.00
130 C -4.45 3.86 4.16
131 N -4.94 5.04 4.96
132 O -5.71 5.88 4.15
133 C -3.49 4.26 2.97
134 C -5.79 3.00 3.77
135 C -2.95 6.69 5.34
136 H -4.30 7.03 7.81
137 H -5.48 5.80 7.53
138 H -5.30 7.31 6.49
139 H -2.51 5.21 7.46
140 H -3.99 4.25 7.45
141 H -2.01 2.79 6.51
142 H -1.73 4.11 5.45
143 H -4.16 2.24 5.58
144 H -2.89 2.36 4.35
145 H -3.86 5.22 2.61
146 H -2.46 4.38 3.29
147 H -3.51 3.61 2.10
148 H -5.45 1.97 3.64
149 H -6.56 3.10 4.53
150 H -6.11 3.43 2.82
151 H -2.57 7.20 6.23
152 H -3.43 7.34 4.61
153 H -2.12 6.11 4.95
154 H -6.51 6.11 4.63
155 C 7.59 -6.13 2.04
156 C 6.41 -5.62 1.09
157 C 5.19 -5.15 2.01
158 C 4.17 -4.36 1.33
159 C 4.93 -3.09 0.71
160 C 6.24 -3.34 -0.20
161 N 6.95 -4.47 0.38
162 O 8.05 -4.81 -0.42
163 C 5.79 -3.65 -1.64
164 C 7.03 -2.11 -0.18
165 C 5.89 -6.82 0.25
166 H 7.98 -5.44 2.79
167 H 8.42 -6.65 1.55
168 H 7.19 -6.83 2.76
169 H 4.63 -6.04 2.32
170 H 5.47 -4.63 2.92
171 H 3.43 -4.01 2.05
172 H 3.72 -4.97 0.54
173 H 5.16 -2.37 1.49
174 H 4.16 -2.64 0.08
175 H 6.64 -3.83 -2.31
176 H 5.25 -4.60 -1.61
177 H 5.18 -2.86 -2.07
178 H 6.53 -1.36 -0.80
179 H 7.02 -1.61 0.79
180 H 8.04 -2.28 -0.57
181 H 5.04 -6.44 -0.33
182 H 5.58 -7.71 0.81
183 H 6.77 -7.13 -0.31
184 H 8.78 -4.96 0.19
185 C 6.13 -4.31 -7.38
186 C 5.51 -3.18 -8.23
187 C 4.11 -3.81 -8.63
188 C 3.07 -3.67 -7.59
189 C 3.00 -2.19 -7.12
190 C 4.33 -1.57 -6.64
191 N 5.43 -1.83 -7.58
192 O 6.74 -1.43 -7.22
193 C 4.17 0.02 -6.73
194 C 4.57 -2.06 -5.17
195 C 6.33 -3.03 -9.54
196 H 7.08 -3.94 -7.00
197 H 6.32 -5.21 -7.97
198 H 5.56 -4.64 -6.51
199 H 3.70 -3.19 -9.43
200 H 4.16 -4.81 -9.06
201 H 3.23 -4.26 -6.69
202 H 2.18 -4.04 -8.10
203 H 2.12 -2.21 -6.49
204 H 2.78 -1.66 -8.05
205 H 3.92 0.22 -7.77
206 H 3.40 0.49 -6.12
207 H 5.10 0.58 -6.59
208 H 3.61 -2.13 -4.66
209 H 5.15 -2.98 -5.18
210 H 5.19 -1.32 -4.67
211 H 6.44 -4.03 -9.95
212 H 7.36 -2.69 -9.43
213 H 5.80 -2.44 -10.29
214 H 6.89 -0.73 -7.86
215 C -0.88 -0.57 5.20
216 C -2.01 -1.50 5.75
217 C -3.35 -0.76 5.33
218 C -4.54 -1.63 5.57
219 C -4.37 -2.84 4.66
220 C -3.21 -3.74 5.08
221 N -1.97 -2.83 5.09
222 O -0.81 -3.50 5.26
223 C -3.55 -4.48 6.38
224 C -3.00 -4.76 4.01
225 C -1.85 -1.46 7.32
226 H -0.78 -0.49 4.11
227 H 0.03 -1.11 5.46
228 H -0.94 0.46 5.55
229 H -3.46 0.06 6.03
230 H -3.32 -0.25 4.37
231 H -5.43 -1.06 5.33
232 H -4.52 -1.88 6.63
233 H -4.23 -2.60 3.61
234 H -5.29 -3.41 4.70
235 H -2.68 -5.11 6.51
236 H -3.65 -3.78 7.21
237 H -4.51 -4.96 6.18
238 H -2.43 -5.61 4.37
239 H -3.90 -5.34 3.78
240 H -2.70 -4.32 3.06
241 H -1.42 -0.49 7.59
242 H -1.09 -2.21 7.58
243 H -2.75 -1.69 7.88
244 H -0.30 -3.25 4.50
245 C -9.67 -7.17 2.04
246 C -8.24 -6.58 1.82
247 C -7.34 -7.79 2.19
248 C -5.89 -7.50 2.00
249 C -5.74 -7.23 0.47
250 C -6.61 -6.08 -0.18
251 N -7.97 -6.20 0.45
252 O -8.86 -5.13 -0.09
253 C -5.92 -4.72 -0.06
254 C -6.91 -6.41 -1.70
255 C -8.00 -5.34 2.79
256 H -10.02 -7.97 1.38
257 H -9.89 -7.58 3.03
258 H -10.43 -6.40 1.93
259 H -7.57 -8.19 3.17
260 H -7.54 -8.68 1.58
261 H -5.46 -6.63 2.50
262 H -5.31 -8.39 2.25
263 H -5.89 -8.18 -0.04
264 H -4.68 -7.08 0.25
265 H -4.96 -4.66 -0.56
266 H -5.73 -4.33 0.94
267 H -6.62 -3.98 -0.43
268 H -7.44 -7.35 -1.86
269 H -5.97 -6.56 -2.23
270 H -7.43 -5.63 -2.25
271 H -8.06 -5.65 3.84
272 H -6.98 -5.01 2.59
273 H -8.64 -4.48 2.58
274 H -9.17 -5.54 -0.90
275 C 3.75 3.43 -3.20
276 C 5.09 2.67 -2.91
277 C 5.91 2.61 -4.30
278 C 6.47 3.98 -4.71
279 C 7.40 4.44 -3.56
280 C 6.71 4.63 -2.21
281 N 5.89 3.48 -1.91
282 O 5.34 3.64 -0.61
283 C 7.81 4.72 -1.06
284 C 6.01 6.05 -2.21
285 C 4.86 1.23 -2.37
286 H 3.05 3.52 -2.37
287 H 3.11 2.82 -3.82
288 H 4.00 4.38 -3.68
289 H 6.65 1.82 -4.27
290 H 5.19 2.26 -5.04
291 H 5.67 4.64 -5.04
292 H 7.02 3.80 -5.63
293 H 7.97 5.30 -3.91
294 H 8.12 3.64 -3.42
295 H 7.35 5.15 -0.17
296 H 8.39 3.84 -0.79
297 H 8.50 5.55 -1.17
298 H 6.59 6.93 -2.51
299 H 5.18 6.14 -2.91
300 H 5.75 6.44 -1.23
301 H 4.08 1.29 -1.60
302 H 5.73 0.73 -1.93
303 H 4.31 0.72 -3.16
304 H 5.61 2.81 -0.21
305 C 2.60 8.81 3.04
306 C 2.05 8.42 1.65
307 C 2.23 6.83 1.55
308 C 1.11 5.90 2.14
309 C -0.28 6.52 1.83
310 C -0.44 8.00 2.11
311 N 0.61 8.80 1.38
312 O 0.29 10.18 1.45
313 C -1.80 8.35 1.48
314 C -0.42 8.33 3.59
315 C 2.76 9.11 0.48
316 H 2.26 8.24 3.90
317 H 2.49 9.86 3.32
318 H 3.65 8.60 3.23
319 H 2.47 6.46 0.56
320 H 3.19 6.63 2.03
321 H 1.14 5.90 3.23
322 H 1.09 4.89 1.75
323 H -1.08 6.07 2.43
324 H -0.55 6.32 0.79
325 H -1.65 8.35 0.40
326 H -2.59 7.67 1.81
327 H -2.11 9.37 1.70
328 H -0.02 7.54 4.22
329 H 0.00 9.31 3.83
330 H -1.43 8.46 3.98
331 H 2.37 8.66 -0.43
332 H 3.82 8.86 0.54
333 H 2.72 10.20 0.57
334 H 0.47 10.53 0.58

**Energy relative to the best compared isomer or geometry (same formula, charge and spin)**: 9.141 eV
**Total charge**: 0
**Lowest unoccupied orbital energy**: 0.24 eV
**Electronic energy**: -5420.2685 hartree
**Molar mass**: 1750.85 g mol⁻¹

Atom charges from the Mulliken analysis, given in e for atoms 1 to 4: atom 1 (C): -0.835, atom 2 (C): 0.837, atom 3 (C): 0.222, atom 4 (O): -0.422

A molecular structure, C20H28F3IrO5S, computed with ωB97M-V/def2-TZVPD.

Cartesian coordinates (Å):
1 O -1.26 -1.43 -0.71
2 C -1.29 -2.49 0.34
3 C -2.63 -3.03 -0.10
4 H -1.27 -2.07 1.36
5 H -0.45 -3.18 0.19
6 C -2.51 -2.03 -1.24
7 H -3.42 -2.79 0.61
8 H -2.61 -4.07 -0.44
9 C -3.66 -1.06 -1.34
10 H -3.71 -0.43 -0.45
11 H -4.63 -1.57 -1.47
12 H -3.54 -0.42 -2.23
13 C -2.23 -2.77 -2.54
14 H -1.36 -3.42 -2.39
15 H -2.03 -2.06 -3.36
16 H -3.09 -3.40 -2.79
17 Ir 0.35 0.45 -1.66
18 C 2.02 0.13 -2.91
19 C 2.46 0.70 -1.65
20 C 2.24 -0.28 -0.64
21 H 2.95 1.67 -1.51
22 C 1.59 -1.42 -1.21
23 C 1.48 -1.19 -2.63
24 H 1.03 -1.86 -3.36
25 H 2.10 0.60 -3.88
26 H 2.54 -0.15 0.41
27 H 1.29 -2.32 -0.68
28 C 0.13 2.55 -1.99
29 C -0.59 1.86 -3.03
30 C -1.66 1.12 -2.43
31 H -0.38 1.89 -4.10
32 C -1.64 1.39 -1.01
33 C -0.53 2.26 -0.74
34 H -0.26 2.64 0.23
35 H 0.99 3.21 -2.12
36 H -2.36 0.52 -2.99
37 H -2.33 1.06 -0.25
38 O -1.29 0.27 3.46
39 C -0.51 0.19 2.25
40 C 0.69 -0.73 2.44
41 H -0.17 1.19 1.94
42 H -1.22 -0.16 1.49
43 C 0.73 -1.03 3.97
44 H 1.61 -0.24 2.10
45 H 0.56 -1.67 1.89
46 C -0.46 -0.23 4.55
47 H 1.66 -0.66 4.42
48 H 0.63 -2.10 4.19
49 H -0.05 0.65 5.09
50 H -1.08 -0.83 5.25
51 F 4.75 4.18 2.51
52 C 4.08 3.13 2.00
53 F 4.95 2.37 1.28
54 F 3.61 2.39 3.04
55 S 2.64 3.62 0.86
56 O 2.08 4.81 1.48
57 O 3.27 3.81 -0.44
58 O 1.80 2.41 0.95

**Multiplicity**: 5
**Energy relative to the best compared isomer or geometry (same formula, charge and spin)**: 0.000 eV
**Total charge**: 0
**Lowest unoccupied orbital energy (alpha / beta)**: -0.12 / -3.40 eV
**Electronic energy**: -1956.8687 hartree
**Molar mass**: 629.72 g mol⁻¹
**<S²>**: 6.016

Atom charges from the Mulliken analysis, given in e for atoms 1 to 4: atom 1 (O): 0.091, atom 2 (C): -0.814, atom 3 (C): -0.767, atom 4 (H): 0.232

Which value of energy relative to the best compared isomer or geometry (same formula, charge and spin) does entry 3 give?
0.000 eV